1.
Here is 3 unconnected molecules or ions with the total composition C22H29BrN3O10P from OMol25. Energies are from the ωB97M-V functional and the def2-TZVPD basis.

Values from the calculation:
frontier orbital gap	8.97	eV
lowest unoccupied orbital energy	-0.81	eV
total charge	0
spin multiplicity	1
maximum force	1.0	eV Å⁻¹
molar mass	606.4	Da
highest occupied orbital energy	-9.8	eV
SMILES string	COCCC[C@@H]1OC(=O)O[C@]1(C[C@H](C)Br)P(=N)(O)O.O=[N+]([O-])c1ccccc1.O=[N+]([O-])c1ccccc1

Each line ends with the natural charge from an NBO analysis.
CARTESIAN COORDINATES (ANGSTROEM)
C  4.38  -0.42  1.79  -0.254
O  4.86  -1.71  1.50  -0.529
C  3.85  -2.67  1.26  -0.055
C  2.88  -2.34  0.11  -0.436
C  1.45  -2.11  0.61  -0.418
C  0.41  -1.68  -0.41  0.091
O  0.58  -2.41  -1.63  -0.502
C  -0.19  -1.79  -2.57  0.978
O  -0.62  -2.30  -3.53  -0.546
O  -0.34  -0.49  -2.24  -0.513
C  0.17  -0.23  -0.89  -0.120
C  -0.91  0.53  -0.09  -0.470
C  -1.15  0.09  1.37  -0.204
C  -2.57  -0.40  1.61  -0.639
Br  -0.76  1.57  2.59  -0.023
P  1.54  0.95  -1.28  2.242
N  1.15  2.22  -2.04  -1.355
O  2.69  0.12  -2.02  -0.976
O  2.14  1.17  0.20  -1.003
H  3.54  -0.45  2.50  0.167
H  5.20  0.14  2.24  0.197
H  4.05  0.11  0.89  0.158
H  4.38  -3.59  1.04  0.197
H  3.28  -2.84  2.19  0.156
H  3.25  -1.51  -0.48  0.188
H  2.86  -3.20  -0.56  0.229
H  1.10  -3.08  0.99  0.222
H  1.44  -1.42  1.46  0.222
H  -0.57  -1.97  0.00  0.184
H  -1.84  0.42  -0.66  0.246
H  -0.67  1.59  -0.10  0.252
H  -0.44  -0.67  1.69  0.206
H  -3.27  0.43  1.65  0.232
H  -2.88  -1.07  0.80  0.217
H  -2.64  -0.93  2.56  0.227
H  0.19  2.32  -2.34  0.404
H  3.45  -0.09  -1.48  0.510
H  2.64  2.01  0.24  0.520
O  -5.15  -2.54  2.03  -0.378
N  -4.99  -2.53  3.23  0.532
O  -4.75  -1.54  3.89  -0.377
C  -5.07  -3.83  3.94  0.020
C  -5.31  -4.97  3.20  -0.189
C  -5.38  -6.18  3.88  -0.206
C  -5.22  -6.22  5.26  -0.177
C  -4.98  -5.06  5.97  -0.206
C  -4.91  -3.84  5.31  -0.189
H  -5.43  -4.91  2.13  0.252
H  -5.56  -7.09  3.32  0.225
H  -5.27  -7.17  5.77  0.222
H  -4.86  -5.09  7.05  0.225
H  -4.73  -2.92  5.85  0.252
O  2.30  9.46  -5.12  -0.380
N  2.00  8.65  -4.26  0.519
O  1.68  8.93  -3.12  -0.379
C  2.04  7.22  -4.63  0.084
C  2.43  6.88  -5.91  -0.219
C  2.48  5.53  -6.25  -0.211
C  2.13  4.57  -5.32  -0.180
C  1.73  4.93  -4.03  -0.216
C  1.69  6.28  -3.69  -0.216
H  2.70  7.65  -6.62  0.248
H  2.78  5.24  -7.25  0.220
H  2.17  3.52  -5.58  0.222
H  1.47  4.17  -3.31  0.256
H  1.39  6.59  -2.70  0.247

---

2.
Here is a molecular structure, C22H29Cl10FeN8OP from OMol25. Energies are from the ωB97M-V functional and the def2-TZVPD basis.

Values from the calculation:
frontier orbital gap (alpha / beta)	7.17 / 7.19	eV
lowest unoccupied orbital energy (alpha / beta)	-3.17 / -3.15	eV
total charge	+1
⟨S²⟩	0.794
spin multiplicity	2
maximum force	1.0	eV Å⁻¹
molar mass	862.9	Da
highest occupied orbital energy (alpha / beta)	-10.3 / -10.3	eV

Each line ends with the Löwdin spin population.
CARTESIAN COORDINATES (ANGSTROEM)
Fe  -0.35  0.56  -0.33  1.034
Cl  1.09  -1.25  -2.99  0.000
C  0.12  -2.23  -1.68  0.000
C  -0.48  -1.50  -0.67  -0.019
C  -1.27  -2.29  0.18  0.002
Cl  -2.26  -1.60  1.45  0.003
C  -1.37  -3.68  0.07  -0.001
Cl  -2.38  -4.59  1.11  0.000
C  -0.60  -4.35  -0.88  0.003
Cl  -0.63  -6.06  -0.97  0.001
C  0.18  -3.61  -1.76  -0.001
Cl  1.25  -4.47  -2.80  -0.001
C  -4.96  0.40  -0.36  0.001
N  -4.34  1.70  -0.11  0.005
C  -5.19  2.82  0.28  0.000
C  -3.00  1.80  -0.18  0.002
N  -2.23  0.80  -0.44  -0.012
N  -2.49  3.07  0.01  0.000
C  -1.16  3.41  0.17  -0.001
N  -0.94  4.74  0.36  0.001
N  -0.23  2.53  0.08  -0.013
H  -6.03  0.51  -0.34  0.000
H  -4.67  -0.33  0.41  0.000
H  -4.67  0.01  -1.34  0.000
H  -6.20  2.46  0.41  0.000
H  -5.21  3.60  -0.49  0.000
H  -4.87  3.25  1.24  0.000
H  -2.73  -0.08  -0.50  0.001
H  -3.16  3.80  0.18  0.000
H  -1.70  5.34  0.63  0.000
H  -0.03  5.02  0.67  0.000
H  0.70  2.91  0.14  0.000
Cl  -2.03  1.42  2.84  0.002
C  -0.40  0.81  2.79  0.005
C  0.18  0.49  1.57  -0.026
C  1.53  0.21  1.62  0.003
Cl  2.29  0.16  0.04  -0.004
C  2.29  0.09  2.77  -0.003
Cl  3.96  -0.29  2.70  -0.002
C  1.64  0.31  3.99  0.009
Cl  2.51  0.15  5.46  0.003
C  0.30  0.70  3.99  -0.003
Cl  -0.48  1.04  5.49  -0.002
C  -0.54  -2.10  -4.89  0.000
N  0.79  -2.10  -4.46  -0.001
C  2.71  -1.21  -3.09  -0.002
P  -0.36  0.93  -3.65  0.004
O  0.05  1.25  -2.16  0.011
N  -1.84  1.56  -4.11  0.001
C  -3.04  0.81  -3.76  0.000
C  -2.05  3.00  -4.19  0.000
N  0.73  1.84  -4.50  0.000
C  1.52  2.92  -3.92  0.000
C  1.21  1.32  -5.76  0.000
H  -0.59  -2.13  -5.98  0.000
H  -0.99  -1.09  -4.63  0.000
H  -1.20  -2.87  -4.46  0.000
H  3.18  -0.79  -2.21  0.000
H  1.03  -0.20  -2.13  0.000
H  3.10  -2.04  -3.66  0.000
H  -2.80  -0.24  -3.64  0.000
H  -3.79  0.92  -4.55  0.000
H  -3.48  1.17  -2.82  0.000
H  -1.17  3.47  -4.62  0.000
H  -2.24  3.44  -3.20  0.000
H  -2.90  3.21  -4.83  0.000
H  1.09  3.24  -2.98  0.000
H  1.54  3.77  -4.61  0.000
H  2.55  2.60  -3.75  0.000
H  1.16  2.09  -6.54  0.000
H  0.58  0.48  -6.08  0.000
H  2.24  0.97  -5.68  0.000

---

3.
Here is 2 unconnected molecules or ions with the total composition C22H29F9NO4S2 from OMol25. Energies are from the ωB97M-V functional and the def2-TZVPD basis.

Values from the calculation:
frontier orbital gap	4.61	eV
lowest unoccupied orbital energy	1.52	eV
total charge	-1
spin multiplicity	1
maximum force	3.7	eV Å⁻¹
molar mass	606.6	Da
highest occupied orbital energy	-3.1	eV

Each line ends with the Löwdin charge.
CARTESIAN COORDINATES (ANGSTROEM)
C  5.60  2.09  1.31  -0.092
C  5.66  0.91  0.25  -0.401
C  7.08  0.21  0.45  -0.097
C  4.50  -0.14  0.38  -0.155
C  3.09  0.59  0.21  -0.309
C  2.42  0.71  1.64  -0.058
C  2.17  -0.01  -0.90  -0.150
O  1.74  -1.36  -0.67  -0.079
C  0.57  -1.43  0.05  -0.249
C  -0.66  -0.71  -0.25  0.074
C  -1.89  -0.77  0.55  -0.084
C  -3.18  0.04  0.26  -0.114
C  -3.10  1.03  -0.95  -0.065
C  -2.41  2.42  -0.62  -0.361
F  -1.04  2.27  -0.54  0.069
F  -2.61  3.16  -1.80  0.066
C  -3.11  3.27  0.52  -0.365
F  -3.29  4.55  0.04  0.082
F  -4.39  2.80  0.71  0.095
S  -2.26  3.42  2.18  0.906
F  -3.61  2.83  2.94  -0.175
F  -2.92  4.92  2.36  -0.176
F  -0.93  4.11  1.56  -0.138
F  -1.65  1.92  2.16  -0.138
F  -1.60  3.61  3.66  -0.153
C  -1.83  -1.68  1.71  -0.012
C  -0.63  -2.45  2.05  -0.066
C  0.56  -2.32  1.24  -0.402
S  2.11  -3.21  1.65  0.772
C  -0.90  -3.27  3.34  -0.389
O  -0.15  -4.03  3.89  0.088
N  -2.21  -2.85  3.70  0.140
C  -2.93  -2.03  2.75  -0.364
O  -4.09  -1.76  2.81  0.116
H  6.63  2.26  1.73  0.069
H  5.30  3.05  0.81  0.080
H  4.90  1.92  2.16  0.064
H  5.56  1.37  -0.77  0.131
H  7.18  0.04  1.56  0.080
H  7.19  -0.73  -0.15  0.073
H  7.85  0.99  0.19  0.073
H  4.56  -0.94  -0.41  0.118
H  4.49  -0.64  1.39  0.114
H  3.33  1.65  -0.11  0.135
H  1.30  0.84  1.49  0.078
H  2.79  1.55  2.27  0.069
H  2.51  -0.29  2.16  0.067
H  2.79  -0.04  -1.85  0.142
H  1.35  0.73  -1.11  0.122
H  -0.67  -0.05  -1.15  0.119
H  -3.53  0.54  1.21  0.109
H  -3.99  -0.71  0.02  0.143
H  -4.13  1.25  -1.32  0.138
H  -2.53  0.57  -1.81  0.107
H  1.67  -4.49  1.86  -0.117
H  -2.80  -3.60  4.08  0.156
C  -4.33  -2.37  -4.05  -0.124
C  -3.39  -1.36  -4.73  -0.720
C  -2.10  -2.10  -5.15  -0.124
O  -3.06  -0.41  -3.83  -0.328
H  -3.88  -2.82  -3.15  0.056
H  -5.27  -1.89  -3.74  0.052
H  -4.59  -3.19  -4.73  0.047
H  -3.89  -1.06  -5.67  0.100
H  -1.58  -2.54  -4.30  0.056
H  -1.41  -1.43  -5.66  0.052
H  -2.33  -2.92  -5.85  0.047

---

4.
Here is 2 unconnected molecules or ions with the total composition C22H29F9NO4S2 from OMol25. Energies are from the ωB97M-V functional and the def2-TZVPD basis.

Values from the calculation:
frontier orbital gap	3.77	eV
lowest unoccupied orbital energy	0.65	eV
total charge	-1
spin multiplicity	1
maximum force	4.7	eV Å⁻¹
molar mass	606.6	Da
highest occupied orbital energy	-3.1	eV

Each line ends with the Löwdin charge.
CARTESIAN COORDINATES (ANGSTROEM)
C  -3.05  -4.52  3.10  -0.106
C  -3.98  -3.22  2.94  -0.392
C  -5.01  -3.25  4.21  -0.109
C  -3.19  -1.82  2.89  -0.160
C  -2.16  -1.85  1.64  -0.308
C  -0.68  -2.05  2.23  -0.073
C  -2.32  -0.63  0.61  -0.158
O  -2.04  0.68  1.16  -0.112
C  -0.68  1.04  1.04  -0.190
C  0.18  0.97  -0.24  0.082
C  1.70  1.33  -0.33  -0.050
C  2.59  1.21  -1.65  -0.133
C  1.85  0.62  -2.93  -0.069
C  1.76  -1.01  -2.96  -0.293
F  0.75  -1.45  -2.06  0.037
F  1.20  -1.27  -4.27  0.030
C  3.15  -1.77  -2.94  -0.291
F  3.14  -2.73  -4.01  0.041
F  4.20  -0.85  -3.31  0.052
S  3.67  -2.67  -1.40  0.994
F  5.11  -1.77  -1.36  -0.196
F  4.50  -3.79  -2.37  -0.195
F  2.37  -3.69  -1.39  -0.155
F  3.01  -1.58  -0.34  -0.157
F  4.26  -3.50  -0.08  -0.171
C  2.34  1.84  1.01  0.009
C  1.53  1.95  2.33  -0.041
C  0.04  1.54  2.35  -0.381
S  -0.95  1.60  3.92  0.711
C  2.50  2.46  3.48  -0.336
O  2.19  2.69  4.67  0.037
N  3.79  2.52  2.79  0.109
C  3.82  2.33  1.31  -0.314
O  4.80  2.56  0.57  0.057
H  -3.50  -5.22  3.89  0.073
H  -3.02  -5.12  2.11  0.084
H  -1.97  -4.30  3.40  0.065
H  -4.54  -3.31  1.93  0.133
H  -4.34  -3.44  5.13  0.083
H  -5.64  -2.31  4.29  0.075
H  -5.63  -4.21  4.07  0.076
H  -3.89  -0.93  2.74  0.119
H  -2.57  -1.64  3.84  0.117
H  -2.40  -2.81  1.05  0.137
H  0.08  -1.66  1.44  0.082
H  -0.40  -3.12  2.50  0.071
H  -0.54  -1.33  3.13  0.072
H  -3.43  -0.62  0.30  0.146
H  -1.74  -0.90  -0.33  0.124
H  -0.34  0.62  -1.21  0.114
H  3.57  0.66  -1.40  0.112
H  2.93  2.28  -1.92  0.146
H  2.40  0.94  -3.87  0.141
H  0.77  1.03  -3.01  0.112
H  -0.68  2.86  4.44  -0.116
H  4.38  3.33  3.08  0.151
C  0.23  4.90  -4.22  -0.122
C  -0.79  3.82  -4.64  -0.727
C  -2.11  4.05  -3.90  -0.123
O  -0.30  2.62  -4.27  -0.325
H  0.43  4.88  -3.14  0.057
H  1.18  4.78  -4.74  0.052
H  -0.15  5.90  -4.46  0.047
H  -1.00  4.01  -5.71  0.099
H  -1.99  4.00  -2.81  0.057
H  -2.87  3.31  -4.18  0.053
H  -2.52  5.05  -4.14  0.047

---

5.
Here is 2 unconnected molecules or ions with the total composition C22H29FN3O2 from OMol25. Energies are from the ωB97M-V functional and the def2-TZVPD basis.

Values from the calculation:
frontier orbital gap	7.50	eV
lowest unoccupied orbital energy	-3.75	eV
total charge	+1
spin multiplicity	1
maximum force	4.0	eV Å⁻¹
molar mass	386.5	Da
highest occupied orbital energy	-11.3	eV

Each line ends with the natural charge from an NBO analysis.
CARTESIAN COORDINATES (ANGSTROEM)
C  1.36  3.71  0.54  -0.608
C  1.97  2.72  -0.55  -0.421
C  2.42  1.41  0.18  -0.225
N  3.21  0.47  -0.66  -0.601
C  3.06  -0.86  -0.05  -0.108
C  1.73  -1.66  -0.29  0.274
N  1.85  -2.94  -0.16  -0.268
C  0.73  -3.93  -0.28  -0.255
C  -0.63  -3.19  -0.47  -0.125
C  -1.23  -2.51  0.71  -0.168
C  -2.49  -1.75  0.60  -0.226
C  -3.23  -1.63  -0.68  0.030
C  -4.54  -0.80  -0.84  -0.655
C  -2.62  -2.33  -1.84  -0.212
C  -1.36  -3.08  -1.74  -0.191
C  3.29  -3.22  0.15  -0.075
C  3.61  -3.96  1.51  -0.103
O  4.64  -3.33  2.29  -0.455
N  4.56  -3.73  3.64  0.416
O  4.01  -2.88  4.22  -0.204
C  4.17  -1.97  -0.27  -0.423
H  2.19  4.29  1.02  0.217
H  0.54  4.35  0.13  0.229
H  0.92  3.05  1.35  0.197
H  2.80  3.26  -1.08  0.221
H  1.17  2.53  -1.31  0.208
H  3.06  1.67  1.07  0.207
H  1.47  0.94  0.61  0.161
H  2.93  0.49  -1.64  0.372
H  3.01  -0.61  1.06  0.245
H  0.85  -1.01  -0.53  0.269
H  0.89  -4.62  -1.15  0.251
H  0.64  -4.53  0.66  0.248
H  -0.75  -2.53  1.72  0.213
H  -2.90  -1.22  1.50  0.233
H  -5.06  -0.62  0.14  0.238
H  -4.28  0.23  -1.24  0.238
H  -5.25  -1.25  -1.58  0.239
H  -3.15  -2.24  -2.82  0.234
H  -0.91  -3.58  -2.64  0.227
H  3.53  -4.02  -0.61  0.230
H  3.90  -5.02  1.28  0.209
H  2.66  -4.00  2.13  0.187
H  5.02  -1.71  0.42  0.273
H  4.68  -2.04  -1.27  0.252
F  -1.69  2.50  -0.21  -0.338
C  -2.61  3.49  -0.24  0.388
C  -3.46  3.59  -1.33  -0.293
C  -4.41  4.60  -1.36  -0.186
C  -4.50  5.50  -0.30  -0.221
C  -3.64  5.39  0.78  -0.184
C  -2.70  4.37  0.82  -0.290
H  -3.37  2.88  -2.15  0.224
H  -5.09  4.68  -2.20  0.224
H  -5.24  6.29  -0.33  0.224
H  -3.71  6.09  1.60  0.225
H  -2.02  4.27  1.66  0.229

---

6.
Here is a molecular structure, C22H29FN9O2SV from OMol25. Energies are from the ωB97M-V functional and the def2-TZVPD basis.

Values from the calculation:
frontier orbital gap (alpha / beta)	7.52 / 7.58	eV
lowest unoccupied orbital energy (alpha / beta)	-4.75 / -4.83	eV
total charge	+2
⟨S²⟩	2.027
spin multiplicity	3
maximum force	2.3	eV Å⁻¹
molar mass	553.5	Da
highest occupied orbital energy (alpha / beta)	-12.3 / -12.4	eV

Each line ends with the natural charge from an NBO analysis.
CARTESIAN COORDINATES (ANGSTROEM)
V  -0.40  0.10  -0.29  1.052
N  1.19  -1.00  0.70  -0.805
C  2.14  0.03  1.20  -0.170
C  2.98  -0.46  2.40  -0.423
C  4.51  -0.24  2.36  -0.409
C  5.00  0.98  3.15  -0.218
N  4.64  2.24  2.53  -0.575
C  5.42  2.99  1.77  0.677
N  6.70  2.68  1.53  -0.769
N  4.89  4.08  1.19  -0.767
C  1.27  1.28  1.50  0.799
O  1.81  2.29  1.96  -0.671
O  0.02  1.19  1.20  -0.685
H  0.67  -1.37  1.49  0.408
H  1.69  -1.79  0.30  0.396
H  2.79  0.31  0.37  0.215
H  2.82  -1.54  2.47  0.227
H  2.58  -0.03  3.33  0.232
H  4.86  -0.16  1.33  0.204
H  5.00  -1.11  2.80  0.240
H  6.08  0.94  3.31  0.206
H  4.55  0.96  4.15  0.232
H  3.63  2.42  2.43  0.455
H  7.13  1.90  1.98  0.424
H  7.30  3.33  1.06  0.426
H  3.95  4.35  1.43  0.430
H  5.46  4.74  0.70  0.423
N  -3.91  -1.86  -1.14  -0.592
C  -3.13  -2.98  -1.13  0.177
C  -3.58  -4.20  -1.64  -0.243
C  -2.75  -5.31  -1.65  -0.150
C  -1.45  -5.24  -1.14  -0.244
C  -0.99  -4.04  -0.64  -0.204
C  -1.81  -2.92  -0.64  0.065
N  -1.38  -1.67  -0.17  -0.469
C  -3.53  -0.55  -0.59  -0.004
C  -2.76  1.77  -1.42  0.151
C  -3.19  3.05  -1.52  -0.412
S  -1.91  4.15  -1.23  0.568
C  -0.86  2.84  -0.99  -0.119
N  -1.42  1.66  -1.11  -0.498
H  -4.89  -1.97  -1.37  0.415
H  -4.59  -4.27  -2.03  0.226
H  -3.12  -6.24  -2.05  0.236
H  -0.82  -6.11  -1.14  0.233
H  0.01  -3.97  -0.21  0.207
H  -4.18  3.41  -1.74  0.278
H  0.19  2.99  -0.75  0.242
F  -7.19  1.27  -1.16  -0.298
C  -5.92  0.89  -0.98  0.398
C  -5.04  0.93  -1.97  -0.289
C  -3.62  0.54  -1.71  -0.261
C  -2.11  -0.64  -0.17  0.238
C  -4.44  -0.20  0.58  -0.151
C  -5.58  0.45  0.37  -0.248
H  -5.34  1.27  -2.96  0.246
H  -3.22  0.07  -2.61  0.235
H  -4.16  -0.57  1.55  0.232
H  -6.29  0.64  1.16  0.255
N  1.30  0.08  -2.47  -0.664
N  0.01  -0.56  -2.39  -0.635
H  1.54  0.34  -3.42  0.380
H  2.00  -0.59  -2.17  0.364
H  0.03  -1.52  -2.72  0.388
H  -0.62  -0.04  -2.99  0.393